ORCA calculation (wB97M-V/def2-TZVPD) on the molecule C26H17F2N3O2 at a distorted geometry.

```
50
C26H17F2N3O2 | the Open Molecules 2025 dataset | wB97M-V/def2-TZVPD
O -2.074 -0.196 3.406
F 5.053 4.884 -3.346
F 0.990 3.250 -1.349
N 0.790 -3.144 4.094
O -3.720 -0.062 -2.813
C -1.630 -0.994 2.666
C 1.775 -3.398 5.016
C -0.032 -2.106 4.240
C 3.723 3.338 -4.628
C 3.003 4.019 -2.414
C -2.010 -2.390 0.588
C 0.575 0.342 -4.088
C 2.494 2.505 -4.654
C 1.841 -2.523 6.204
C 0.021 -1.265 5.407
C -2.259 -2.598 -0.843
C -0.425 -0.635 -4.106
C -2.573 0.028 0.449
C -0.847 1.901 -2.811
C 3.943 4.066 -3.473
C 1.816 3.323 -2.519
C -2.082 -1.148 1.185
C 0.317 1.654 -3.587
C 1.492 2.602 -3.638
C 0.958 -1.524 6.433
C -2.652 -1.418 -1.480
C -1.639 -0.282 -3.372
C -2.795 -0.191 -0.823
C -1.737 0.863 -2.712
N 1.009 -0.877 7.618
N -0.748 -1.920 3.099
C -2.725 -1.121 -2.938
C -3.034 0.812 -1.977
H 2.584 -4.079 4.908
H 4.410 3.375 -5.435
H 3.070 4.655 -1.568
H -1.838 -3.324 1.049
H 1.638 0.112 -4.470
H 2.348 1.982 -5.629
H 2.676 -2.673 6.961
H -0.694 -0.583 5.605
H -2.171 -3.567 -1.302
H -0.182 -1.715 -4.475
H -2.613 1.102 0.875
H -1.048 2.903 -2.515
H 0.185 -0.379 7.773
H 1.861 -0.850 8.192
H -0.544 -2.552 2.422
H -2.931 -2.014 -3.553
H -3.571 1.813 -1.674
```

The calculation puts the total energy at -1515.3498 Ha. The HOMO-LUMO gap comes out at 8.424 eV. The maximum force comes out at 6.465 eV Å⁻¹. As for the SMILES: Nc1ccnc(NC(=O)c2ccc3c(c2)[C@@H]2O[C@H]3c3ccc(-c4ccc(F)cc4F)cc32)c1. For the energy above the lowest of the compared OMol25 structures with the same formula, charge and spin, the calculation gives 72.7 kcal/mol. Its net charge is 0. Its lowest unoccupied orbital energy is 0.004 Eh.

Atomic partial charges in e from the natural (NBO) method, atoms 1 to 4:
1. O -0.584
2. F -0.327
3. F -0.344
4. N -0.503

***

ORCA calculation (wB97M-V/def2-TZVPD) on a structure of composition C26H17FN4O11SW.

```
61
C26H17FN4O11SW | the Open Molecules 2025 dataset | wB97M-V/def2-TZVPD
W -0.969 0.822 -1.764
O -1.802 2.305 -0.507
N -2.668 1.910 0.436
C -2.772 2.709 1.517
C -3.666 2.426 2.509
C -4.469 1.289 2.382
C -4.336 0.485 1.278
C -3.407 0.788 0.270
S -3.175 -0.193 -1.115
H -2.101 3.555 1.508
H -3.734 3.076 3.368
H -5.186 1.039 3.152
H -4.930 -0.409 1.152
C 4.032 -4.523 -0.420
C 3.420 -3.955 0.849
C 3.032 -5.054 1.828
C 2.593 -4.437 3.146
C 1.550 -3.373 2.919
C 0.713 -2.996 3.944
C -0.265 -2.032 3.731
F -1.061 -1.691 4.760
C -0.445 -1.438 2.518
C 0.386 -1.813 1.456
C 0.205 -1.194 0.158
O -0.624 -0.244 0.060
C 0.971 -1.721 -0.902
C 1.971 -2.610 -0.621
N 2.225 -3.113 0.591
C 1.395 -2.769 1.657
C 0.714 -1.409 -2.355
O 1.557 -1.616 -3.192
O -0.531 -1.023 -2.583
H 4.866 -5.162 -0.134
H 4.427 -3.749 -1.077
H 3.313 -5.129 -0.974
H 4.159 -3.309 1.334
H 3.886 -5.713 1.981
H 2.226 -5.650 1.391
H 3.460 -3.997 3.648
H 2.196 -5.198 3.818
H 0.798 -3.454 4.921
H -1.212 -0.693 2.358
H 2.595 -2.925 -1.443
O 2.483 2.924 -0.713
C 1.445 2.566 -1.210
O 0.853 1.413 -0.960
C 0.622 3.430 -2.127
C 0.486 4.784 -2.006
C -0.545 5.449 -2.691
C -1.511 4.762 -3.396
C -1.366 3.394 -3.496
C -0.241 2.710 -2.986
O 0.024 1.472 -3.373
N -2.440 2.553 -3.889
O -2.487 1.418 -3.322
O -3.286 2.898 -4.672
N -0.678 6.894 -2.557
O 0.135 7.473 -1.865
O -1.603 7.434 -3.135
H 1.143 5.341 -1.353
H -2.372 5.271 -3.805
```

The calculation puts the total energy at -2612.7194 Ha. The spin multiplicity is 3. The HOMO-LUMO gap (spin up / spin down) comes out at 6.333 / 7.259 eV. The maximum force comes out at 0.998 eV Å⁻¹. For the energy above the lowest of the compared OMol25 structures with the same formula, charge and spin, the calculation gives 18.4 kcal/mol. Its net charge is 0. Its lowest unoccupied orbital energy (spin up / spin down) is -0.041 / -0.052 Eh.

Atomic partial charges in e from the natural (NBO) method, atoms 1 to 4:
1. W 1.861
2. O -0.586
3. N -0.001
4. C 0.054

***

ORCA calculation (wB97M-V/def2-TZVPD) on a structure of composition C26H18BrCl3IrO8PSSi.

```
60
C26H18BrCl3IrO8PSSi | the Open Molecules 2025 dataset | wB97M-V/def2-TZVPD
Ir -0.518 -0.770 -1.198
O -3.543 2.327 0.068
C -2.353 2.126 -0.060
O -1.715 1.033 0.237
C -1.406 3.187 -0.540
C -1.838 4.481 -0.782
C -0.917 5.462 -1.104
C 0.431 5.136 -1.161
C 0.856 3.836 -0.931
C -0.068 2.834 -0.638
P 0.339 1.089 -0.176
C 2.170 1.156 -0.626
C 2.572 1.511 -1.917
C 3.905 1.516 -2.289
C 4.889 1.156 -1.377
C 4.516 0.805 -0.091
C 3.175 0.811 0.276
C 0.483 1.082 1.646
C 1.121 2.122 2.310
C 1.188 2.137 3.695
C 0.624 1.105 4.430
C -0.018 0.064 3.773
C -0.097 0.060 2.391
H -2.897 4.690 -0.693
H -1.242 6.477 -1.293
H 1.166 5.899 -1.387
H 1.914 3.626 -0.974
H 1.833 1.798 -2.651
H 4.174 1.790 -3.302
H 5.931 1.142 -1.671
H 5.263 0.512 0.636
H 2.925 0.522 1.287
H 1.569 2.931 1.745
H 1.684 2.958 4.199
H 0.680 1.113 5.512
H -0.471 -0.740 4.340
H -0.628 -0.734 1.882
Cl 2.903 -1.927 -2.095
Si 1.256 -2.160 -0.893
Cl 0.209 -0.141 -3.273
Cl 2.032 -2.159 1.064
Br -2.317 -6.779 -1.857
C -2.309 -5.333 -0.670
C -3.571 -4.973 -0.132
C -3.736 -3.844 0.586
C -2.590 -2.937 0.841
C -1.279 -3.555 0.538
C -1.148 -4.600 -0.329
C 0.193 -4.862 -0.952
O 0.533 -5.927 -1.384
O 1.003 -3.805 -1.015
H -4.421 -5.598 -0.370
H -4.717 -3.537 0.920
H -2.625 -2.520 1.849
H -0.407 -3.048 0.927
O -2.668 -1.673 0.043
S -3.025 -1.724 -1.583
O -4.260 -2.409 -1.766
O -1.816 -2.419 -2.102
O -2.939 -0.322 -1.910
```

The calculation puts the total energy at -6691.7610 Ha. The spin multiplicity is 2. The HOMO-LUMO gap (spin up / spin down) comes out at 7.232 / 7.269 eV. The maximum force comes out at 0.745 eV Å⁻¹. For the energy above the lowest of the compared OMol25 structures with the same formula, charge and spin, the calculation gives 60.5 kcal/mol. Its net charge is -1. Its lowest unoccupied orbital energy (spin up / spin down) is 0.058 / 0.025 Eh.

Atomic partial charges in e from the natural (NBO) method, atoms 1 to 4:
1. Ir 0.423
2. O -0.627
3. C 0.765
4. O -0.803

***

ORCA calculation (wB97M-V/def2-TZVPD) on a structure of composition C26H18CaN3O6S4.

```
58
C26H18CaN3O6S4 | the Open Molecules 2025 dataset | wB97M-V/def2-TZVPD
Ca 0.410 -0.152 -1.354
S 2.941 -1.378 -1.154
C 2.709 -1.229 0.584
C 3.630 -0.526 1.378
C 3.487 -0.421 2.749
C 2.403 -1.010 3.394
C 1.470 -1.701 2.641
C 1.612 -1.802 1.258
S 0.452 -2.705 0.266
C -1.145 -2.293 1.035
C -2.178 -2.306 -0.061
C -3.351 -3.037 0.067
C -4.246 -3.058 -0.989
C -3.934 -2.372 -2.147
C -2.741 -1.657 -2.202
C -2.339 -0.914 -3.440
S -0.631 -1.360 -3.904
C -0.322 -0.090 -5.105
C -0.158 -0.496 -6.428
C 0.103 0.425 -7.427
C 0.179 1.772 -7.085
C 0.011 2.178 -5.777
C -0.231 1.268 -4.731
S -0.414 1.874 -3.104
N -1.896 -1.616 -1.171
H 4.466 -0.052 0.881
H 4.227 0.130 3.319
H 2.288 -0.936 4.468
H 0.625 -2.175 3.126
H -1.068 -1.281 1.436
H -1.423 -2.989 1.825
H -3.543 -3.585 0.980
H -5.166 -3.624 -0.918
H -4.590 -2.388 -3.007
H -2.342 0.164 -3.255
H -3.012 -1.151 -4.263
H -0.235 -1.551 -6.659
H 0.238 0.101 -8.450
H 0.376 2.515 -7.849
H 0.079 3.228 -5.520
O -0.743 0.695 0.634
C 0.298 1.345 0.922
O 1.212 1.619 0.119
C 0.493 1.751 2.366
C 1.671 2.380 2.744
C 1.872 2.664 4.081
C 0.955 2.341 5.063
C -0.205 1.718 4.645
C -0.456 1.417 3.318
N -1.202 1.347 5.664
O -0.964 1.637 6.821
O -2.202 0.767 5.293
N 3.130 3.311 4.497
O 3.277 3.549 5.681
O 3.943 3.568 3.636
H 2.412 2.612 1.992
H 1.136 2.560 6.102
H -1.365 0.919 3.017
```

The calculation puts the total energy at -3887.7905 Ha. The HOMO-LUMO gap comes out at 5.909 eV. The maximum force comes out at 0.153 eV Å⁻¹. For the energy above the lowest of the compared OMol25 structures with the same formula, charge and spin, the calculation gives 0.0 kcal/mol. Its net charge is -1. Its lowest unoccupied orbital energy is 0.046 Eh.

Atomic partial charges in e from the natural (NBO) method, atoms 1 to 4:
1. Ca 1.696
2. S -0.525
3. C -0.200
4. C -0.217